Record 1
{"formula": "C20H45Cl3O2P2W", "method": "wB97M-V/def2-TZVPD", "homo_lumo_gap_ev": [6.2, 6.6], "homo_ha": [-0.2612, -0.2723], "energy_ha": -3069.731180, "charge": 0, "s_squared": 2.01, "spin_multiplicity": 3, "species": ["W", "P", "C", "C", "C", "C", "H", "C", "H", "H", "H", "H", "H", "H", "H", "C", "C", "H", "H", "H", "H", "H", "H", "C", "H", "C", "H", "H", "H", "H", "H", "H", "Cl", "H", "H", "P", "C", "C", "C", "C", "H", "C", "H", "H", "H", "H", "H", "H", "H", "C", "C", "H", "H", "H", "H", "H", "H", "C", "H", "C", "H", "H", "H", "H", "H", "H", "Cl", "C", "Cl", "C", "O", "O", "H"], "coordinates": [[1.01929, -0.33538, 0.78754], [0.02384, -2.12733, -0.21641], [0.89960, -2.83593, -1.71353], [0.03679, -3.44760, 1.09622], [-1.72801, -2.08098, -0.86009], [2.28512, -2.24494, -1.98528], [0.23027, -2.51576, -2.53218], [0.97790, -4.37386, -1.69607], [1.66401, -4.73136, -0.91947], [1.37267, -4.70723, -2.66611], [0.00606, -4.86171, -1.55811], [2.26173, -1.16040, -2.16445], [2.68771, -2.70391, -2.90236], [3.00428, -2.45991, -1.17973], [-1.60749, -1.43025, -1.74590], [-2.75722, -1.43324, 0.07057], [-2.20936, -3.46637, -1.31881], [-1.64483, -3.84105, -2.18185], [-3.26009, -3.39206, -1.62448], [-2.15730, -4.20512, -0.50677], [-2.35334, -0.66450, 0.74362], [-3.28638, -2.17425, 0.68638], [-3.52848, -0.92278, -0.53000], [1.47138, -3.67637, 1.59570], [-0.33054, -4.35686, 0.58916], [-0.91778, -3.12238, 2.26232], [2.20751, -3.81118, 0.79157], [1.47866, -4.59420, 2.20449], [1.80476, -2.84997, 2.23731], [-0.77466, -2.10592, 2.65857], [-0.71609, -3.81494, 3.09374], [-1.97430, -3.23604, 1.99003], [1.39898, -0.42627, 3.03431], [0.56457, -0.18718, -0.77680], [-0.36223, 0.68672, 0.71233], [0.29602, 2.36199, -0.11647], [-0.91165, 2.84056, -1.42135], [0.39241, 3.60987, 1.23128], [1.88607, 2.24200, -1.01708], [-2.18508, 2.00759, -1.31323], [-0.40649, 2.56101, -2.35848], [-1.15802, 4.34599, -1.43486], [-1.72650, 4.66335, -0.55629], [-1.74022, 4.60737, -2.32617], [-0.23011, 4.92336, -1.47232], [-1.99745, 0.96043, -1.58523], [-2.94861, 2.40218, -1.99473], [-2.60925, 2.00867, -0.29511], [1.59295, 1.84224, -2.00311], [2.83152, 1.21635, -0.34737], [2.49601, 3.64779, -1.25151], [1.87392, 4.24601, -1.92717], [3.48222, 3.54101, -1.72779], [2.63003, 4.20731, -0.31788], [2.43507, 0.11870, -0.23592], [3.28676, 1.59801, 0.57711], [3.65711, 1.05398, -1.06440], [-0.93140, 3.53796, 1.99693], [0.48362, 4.59079, 0.73120], [1.58362, 3.40126, 2.16878], [-1.77735, 3.94208, 1.43223], [-0.85988, 4.09620, 2.93777], [-1.19650, 2.50271, 2.25415], [1.50629, 2.44628, 2.71085], [1.58715, 4.20394, 2.91776], [2.55433, 3.42985, 1.66427], [-4.06533, -1.30590, 3.32653], [-3.90678, 0.43823, 3.63363], [-2.31169, 0.86519, 4.27078], [-4.15957, 1.19563, 2.21939], [-5.37584, 1.44542, 2.15763], [-3.16033, 1.37628, 1.49834], [-4.68320, 0.75372, 4.33971]]}

Record 2
{"formula": "C20H45F3O10", "method": "wB97M-V/def2-TZVPD", "homo_lumo_gap_ev": 10.1, "homo_ha": -0.3467, "energy_ha": -1840.844764, "charge": 0, "species": ["C", "C", "O", "C", "O", "C", "F", "F", "F", "H", "H", "H", "H", "H", "C", "O", "C", "C", "O", "C", "H", "H", "H", "H", "H", "H", "H", "H", "H", "H", "C", "O", "C", "C", "O", "C", "H", "H", "H", "H", "H", "H", "H", "H", "H", "H", "C", "O", "C", "C", "O", "C", "H", "H", "H", "H", "H", "H", "H", "H", "H", "H", "C", "O", "C", "C", "O", "C", "H", "H", "H", "H", "H", "H", "H", "H", "H", "H"], "coordinates": [[2.01289, 0.47733, -1.10260], [2.24855, -0.56560, -0.00743], [1.82443, -0.14296, 1.28543], [2.45660, 0.85960, 1.87365], [3.44676, 1.38201, 1.45717], [1.81055, 1.30513, 3.21226], [2.73953, 1.21069, 4.16186], [1.37286, 2.55175, 3.07181], [0.78084, 0.52068, 3.53636], [0.92720, 0.55910, -1.17626], [2.40726, 0.15443, -2.06239], [2.44660, 1.44199, -0.84708], [3.29002, -0.89553, 0.00446], [1.70300, -1.47703, -0.24682], [-1.57978, 1.38732, -2.39847], [-2.30794, 1.00793, -1.23758], [-1.47482, 0.78028, -0.12071], [-2.27692, 0.33991, 1.09366], [-2.67683, -1.03211, 1.03230], [-3.68229, -1.24981, 0.06835], [-0.81296, 0.67148, -2.72123], [-1.04839, 2.31280, -2.14441], [-2.33471, 1.48704, -3.17246], [-0.96872, 1.70840, 0.18148], [-0.73623, 0.02022, -0.38981], [-3.03743, 1.08378, 1.34003], [-1.53947, 0.31555, 1.90137], [-3.25802, -1.41865, -0.92441], [-4.44442, -0.46606, 0.12662], [-4.21131, -2.17149, 0.34977], [-0.59132, -2.94076, -0.94076], [0.62820, -2.91407, -1.67840], [0.66812, -3.86096, -2.72936], [-0.16582, -3.44968, -3.91589], [0.16953, -2.13351, -4.28971], [-0.41759, -1.69331, -5.50380], [-1.37346, -2.43371, -1.51407], [-0.42972, -2.31625, -0.06399], [-0.87465, -3.97071, -0.71798], [0.24405, -4.82139, -2.39868], [1.72836, -4.00766, -2.93078], [-1.23638, -3.44290, -3.66252], [-0.09526, -4.19919, -4.71550], [-1.36456, -2.23186, -5.61629], [0.20476, -1.98976, -6.35337], [-0.53796, -0.61590, -5.48996], [0.48686, 6.18323, 1.31023], [0.15709, 5.15977, 0.41085], [1.18572, 4.23738, 0.10947], [2.27175, 4.78243, -0.77808], [1.63533, 5.23158, -1.96547], [2.52319, 5.93907, -2.79104], [-0.35431, 6.73666, 1.70551], [1.17365, 6.88764, 0.81250], [1.15210, 5.78473, 2.09248], [0.69694, 3.40141, -0.39210], [1.50516, 3.87775, 1.09111], [3.03797, 4.03819, -1.01545], [2.75476, 5.66250, -0.33472], [2.10816, 6.09307, -3.78506], [3.44994, 5.37228, -2.94824], [2.76989, 6.91044, -2.35039], [1.31377, -3.88230, 2.77284], [0.70230, -3.59977, 4.02756], [-0.13080, -2.46771, 3.96996], [-1.54576, -2.62208, 3.46238], [-2.26253, -3.49742, 4.30602], [-3.58471, -3.74141, 3.85137], [2.02045, -3.08241, 2.54290], [0.55236, -3.95677, 1.98786], [1.74585, -4.87558, 2.86550], [0.31569, -1.71144, 3.30546], [-0.02881, -1.94272, 4.92274], [-1.44127, -2.96123, 2.42190], [-2.07104, -1.66114, 3.42201], [-3.63464, -4.18700, 2.85412], [-4.16418, -2.81089, 3.89224], [-3.97400, -4.43480, 4.59965]]}